Entry from OMol25: a cluster of 3 separate species, C4H12NO3 in total in a non-equilibrium geometry (ωB97M-V/def2-TZVPD).

XYZ file:
```
20
Properties=species:S:1:pos:R:3:forces:R:3:mulliken_charge:R:1
C 1.944 -0.419 -0.008 -1.561 -1.705 2.046 -0.513
O 1.580 -1.819 -0.037 1.477 4.374 -0.518 -0.656
C 0.907 0.410 -0.857 0.125 -2.275 -0.784 -0.265
C -0.453 -0.012 -0.582 -1.413 -0.908 1.153 0.171
C -0.811 0.055 0.895 -0.916 0.212 1.172 -0.920
O -0.640 -1.310 -1.144 -0.242 0.471 -0.280 -0.572
N 1.727 2.370 0.698 -2.061 -0.774 -1.185 -0.629
H 1.689 0.106 0.938 0.513 -0.894 0.317 0.373
H 2.928 -0.091 -0.282 0.806 -0.494 -0.572 0.382
H 1.125 0.386 -1.898 0.138 0.261 -1.039 0.359
H -1.185 0.647 -1.026 -0.374 0.323 -0.657 0.416
H -1.982 0.038 1.030 1.691 -0.366 -0.219 0.255
H -0.469 1.040 1.278 -0.297 -0.321 -0.233 0.323
H -0.231 -0.694 1.499 -0.907 0.324 -0.619 0.232
H 0.116 -1.822 -0.747 -0.139 0.192 -0.166 0.457
H 1.032 1.491 -0.234 2.272 1.210 1.573 0.136
H 1.116 3.147 0.762 -0.452 0.704 -0.089 0.132
H 2.569 2.450 1.207 1.074 -0.437 0.051 0.089
H -4.378 -0.316 0.009 0.120 -0.036 0.048 0.180
O -3.932 0.232 0.668 0.146 0.137 0.000 -0.952
```
Positions in Å, forces in eV/Å.

Calculated values
Charge: -1
Highest occupied orbital energy in eV: -3.440
Frontier orbital gap in eV: 2.8
Energy above the lowest of the compared OMol25 structures with the same formula, charge and spin in kcal/mol: 209.3
LUMO in eV: -0.63

Entry from OMol25: a structure of composition CHNO3S in a non-equilibrium geometry (ωB97M-V/def2-TZVPD).

XYZ file:
```
7
Properties=species:S:1:pos:R:3:forces:R:3:mulliken_charge:R:1
C -0.764 1.273 0.478 0.337 -0.066 -0.910 -0.099
N -0.260 0.949 -0.503 -0.808 0.497 1.793 0.439
O 1.598 -0.957 0.666 0.110 -0.202 -0.415 -0.423
O -0.508 -1.878 -0.088 0.320 -0.150 -0.330 -0.426
O 0.317 0.418 -1.398 0.655 -0.017 -1.829 -0.630
S 0.867 -1.580 -0.410 -0.244 -0.373 1.083 0.707
H -1.250 1.774 1.256 -0.371 0.310 0.608 0.432
```
Positions in Å, forces in eV/Å.

Calculated values
Charge: 0
Highest occupied orbital energy in eV: -10.890
Frontier orbital gap in eV: 10.7
Energy above the lowest of the compared OMol25 structures with the same formula, charge and spin in kcal/mol: 72.5
LUMO in eV: -0.16

Entry from OMol25: the molecule C18H16ClN3OS in a non-equilibrium geometry (ωB97M-V/def2-TZVPD).

XYZ file:
```
40
Properties=species:S:1:pos:R:3:forces:R:3:mulliken_charge:R:1
N -0.979 -1.099 1.682 -0.019 -0.202 0.090 -0.533
C -1.058 -0.187 0.986 -0.075 -0.555 0.443 -0.042
C -1.078 0.966 0.186 -0.340 1.025 -0.643 0.681
C -2.180 1.440 -0.442 0.821 -0.135 0.278 -0.439
C -3.471 0.851 -0.514 -0.752 -0.477 0.037 0.516
C -4.556 1.387 -1.174 0.530 -0.107 0.242 -0.707
C -5.713 0.604 -1.089 -0.235 -0.430 0.171 -0.494
C -5.507 -0.537 -0.363 0.522 0.331 -0.042 0.308
S -3.890 -0.671 0.233 -0.563 0.267 -0.316 -0.220
Cl -6.658 -1.749 -0.033 -0.062 -0.096 0.038 -0.178
H -6.655 0.859 -1.537 -0.186 0.002 -0.058 0.427
H -4.510 2.324 -1.700 0.067 0.190 -0.092 0.424
H -2.072 2.384 -0.963 0.069 0.054 0.029 0.417
C 0.165 1.815 0.186 -0.076 0.125 -0.140 0.555
O 0.077 3.015 0.378 -0.149 0.206 -0.015 -0.671
N 1.342 1.196 -0.034 0.178 0.043 0.018 0.056
C 1.561 -0.187 -0.386 0.023 -0.556 0.074 -0.931
C 2.390 -0.877 0.713 -0.332 -0.108 -0.287 -0.745
N 3.640 -0.177 0.911 -0.025 0.019 0.329 0.074
C 4.760 -0.543 0.168 0.264 -0.065 -0.053 0.899
C 5.087 -1.898 0.036 -0.086 -0.057 -0.041 -0.233
C 6.216 -2.297 -0.649 -0.025 -0.008 -0.045 -0.616
C 7.065 -1.361 -1.216 0.142 0.033 -0.078 -0.479
C 6.766 -0.018 -1.077 0.117 -0.100 -0.057 -0.816
C 5.632 0.390 -0.400 -0.157 0.115 0.077 -0.383
H 5.434 1.448 -0.327 -0.064 0.074 0.018 0.262
H 7.418 0.728 -1.508 0.044 0.057 -0.029 0.360
H 7.948 -1.674 -1.751 0.078 -0.024 -0.042 0.386
H 6.440 -3.350 -0.732 0.012 -0.083 0.009 0.364
H 4.463 -2.649 0.496 -0.047 -0.043 0.065 0.427
C 3.395 1.208 1.244 0.009 0.255 -0.209 -1.196
C 2.581 1.924 0.156 0.233 0.294 0.346 -0.687
H 2.334 2.944 0.454 0.072 -0.111 -0.088 0.363
H 3.136 1.942 -0.788 -0.030 0.029 0.043 0.375
H 4.338 1.722 1.428 -0.032 -0.003 0.033 0.541
H 2.815 1.221 2.174 0.048 0.076 -0.052 0.407
H 1.824 -0.866 1.650 0.007 -0.063 -0.083 0.383
H 2.567 -1.911 0.427 -0.022 0.027 0.067 0.264
H 2.130 -0.215 -1.326 -0.093 -0.039 0.052 0.257
H 0.618 -0.708 -0.537 0.134 0.041 -0.092 0.625
```
Positions in Å, forces in eV/Å.

Calculated values
Charge: 0
Highest occupied orbital energy in eV: -7.777
Frontier orbital gap in eV: 7.0
Energy above the lowest of the compared OMol25 structures with the same formula, charge and spin in kcal/mol: 34.4
LUMO in eV: -0.82

Entry from OMol25: the molecule C25H20N4O3S in a non-equilibrium geometry (ωB97M-V/def2-TZVPD).

XYZ file:
```
53
Properties=species:S:1:pos:R:3:forces:R:3:mulliken_charge:R:1
C -4.861 -3.752 1.480 0.059 -0.025 0.036 -1.499
C -4.290 -2.944 0.356 0.003 0.032 -0.058 0.633
C -3.679 -1.725 0.618 -0.035 0.090 -0.212 0.672
C -3.127 -0.986 -0.415 -0.319 -0.403 -0.124 -1.663
C -3.189 -1.435 -1.725 0.061 0.030 0.120 -0.125
C -3.803 -2.646 -1.988 0.061 0.036 -0.090 -1.025
C -4.344 -3.394 -0.957 0.007 0.034 0.070 -0.565
H -4.821 -4.338 -1.175 -0.058 -0.096 -0.009 0.393
H -3.862 -3.006 -3.004 -0.007 -0.029 -0.086 0.397
H -2.770 -0.838 -2.520 0.033 0.077 -0.063 0.485
N -2.507 0.270 -0.131 -0.209 0.033 -0.116 0.494
C -1.285 0.319 0.459 0.870 0.358 0.367 0.826
N -0.643 1.393 0.744 -0.081 -0.392 0.183 -0.415
C -1.212 2.602 0.432 -0.593 0.250 -0.267 -0.098
C -0.499 3.777 0.689 -0.098 0.060 -0.029 -0.464
C -1.067 4.992 0.383 0.077 -0.079 0.047 -0.555
C -2.341 5.066 -0.179 -0.161 0.009 -0.081 -0.598
C -3.045 3.915 -0.453 -0.025 -0.057 -0.010 -0.591
C -2.486 2.670 -0.156 0.361 0.310 0.138 0.256
C -3.208 1.443 -0.470 -0.191 0.101 -0.059 0.796
O -4.305 1.371 -0.977 0.026 0.055 0.005 -0.646
H -4.026 3.940 -0.902 -0.080 0.026 -0.034 0.471
H -2.772 6.029 -0.407 -0.042 0.068 -0.025 0.408
H -0.517 5.901 0.578 0.056 0.078 0.020 0.420
H 0.495 3.706 1.102 0.114 -0.039 0.046 0.407
S -0.538 -1.241 0.804 0.226 -0.298 0.167 -0.046
C 0.853 -0.736 1.881 -0.317 -0.160 -0.090 -0.860
C 2.193 -1.192 1.328 -0.305 0.009 0.327 0.752
O 2.745 -2.162 1.802 -0.050 -0.140 0.112 -0.626
N 2.730 -0.481 0.298 0.403 0.144 -0.286 0.244
C 4.010 -0.821 -0.203 0.357 -0.073 -0.083 0.269
C 4.390 -2.123 -0.483 0.083 0.051 -0.092 -0.682
C 5.662 -2.382 -0.964 -0.048 -0.064 -0.018 -0.709
C 6.558 -1.346 -1.170 0.011 0.071 0.053 -0.606
C 6.185 -0.042 -0.900 -0.071 -0.030 -0.011 -0.638
C 4.912 0.228 -0.417 -0.113 -0.494 -0.046 0.580
N 4.520 1.530 -0.108 0.524 0.214 0.071 -0.028
C 3.228 1.905 0.058 -0.365 -0.299 -0.045 0.348
O 2.900 3.026 0.371 -0.146 0.297 0.036 -0.654
C 2.242 0.775 -0.228 -0.220 0.352 -0.102 0.347
H 2.147 0.688 -1.320 -0.033 0.027 0.106 0.215
H 1.268 1.053 0.176 0.254 -0.062 -0.033 -0.546
H 5.235 2.240 -0.023 -0.191 -0.017 0.047 0.292
H 6.878 0.773 -1.051 0.068 0.097 -0.041 0.371
H 7.550 -1.551 -1.541 0.091 -0.014 -0.034 0.387
H 5.954 -3.398 -1.177 0.025 -0.100 -0.019 0.388
H 3.695 -2.927 -0.309 -0.047 -0.043 0.018 0.441
H 0.767 0.339 2.024 0.045 -0.012 0.023 0.404
H 0.706 -1.263 2.824 0.111 0.098 -0.113 0.451
H -3.632 -1.348 1.629 0.015 0.062 0.101 0.454
H -5.538 -4.516 1.106 -0.059 -0.059 0.030 0.392
H -4.057 -4.245 2.027 -0.012 -0.073 0.084 0.279
H -5.399 -3.115 2.178 -0.064 -0.013 0.073 0.368
```
Positions in Å, forces in eV/Å.

Calculated values
Charge: 0
Highest occupied orbital energy in eV: -8.462
Frontier orbital gap in eV: 9.0
Energy above the lowest of the compared OMol25 structures with the same formula, charge and spin in kcal/mol: 3.8
LUMO in eV: 0.52

Entry from OMol25: a structure of composition C12H18F6MgN6P in a non-equilibrium geometry (ωB97M-V/def2-TZVPD).

XYZ file:
```
44
Properties=species:S:1:pos:R:3:forces:R:3:mulliken_charge:R:1
Mg -5.860 3.820 -11.015 -0.644 -0.963 -0.587 1.753
P -6.877 -1.666 -11.727 1.926 -1.621 0.974 1.199
F -6.524 -0.013 -11.686 -0.405 0.544 0.024 -0.396
F -5.762 -1.736 -12.963 -0.997 0.033 0.848 -0.332
F -5.625 -1.797 -10.635 -0.732 -0.443 -1.002 -0.348
F -7.097 -3.311 -11.852 0.362 1.962 0.567 -0.344
F -7.852 -1.525 -10.423 0.231 0.005 -1.194 -0.331
F -8.062 -1.411 -12.734 -0.217 0.327 -0.126 -0.313
C -3.234 -6.341 -13.921 -0.383 0.064 -0.200 -0.692
C -1.907 -6.758 -13.550 -0.700 0.314 -0.280 0.293
N -0.855 -7.099 -13.289 1.396 -0.439 0.446 -0.343
H -3.198 -5.369 -14.411 -0.053 -0.005 0.127 0.246
H -3.859 -6.293 -13.029 -0.115 0.039 -0.183 0.239
H -3.629 -7.067 -14.632 -0.188 0.042 0.110 0.260
C -12.236 2.340 -13.060 0.616 0.907 0.813 -0.682
C -11.098 2.805 -12.177 3.317 1.004 2.157 0.323
N -10.177 3.226 -11.535 -4.022 -1.886 -2.972 -0.429
H -12.310 3.142 -13.794 -0.187 -0.267 -0.273 0.255
H -13.175 2.307 -12.507 0.171 0.135 0.206 0.272
H -12.113 1.364 -13.528 0.534 0.195 0.122 0.286
C -2.365 -6.120 -8.549 -0.775 -0.239 -0.041 -0.651
C -1.334 -5.258 -8.061 3.743 3.108 1.567 0.330
N -0.451 -4.527 -7.748 -3.186 -2.587 -1.015 -0.367
H -2.954 -5.527 -9.249 0.175 -0.347 -0.565 0.203
H -3.109 -6.407 -7.806 0.343 -0.023 0.395 0.290
H -1.896 -7.021 -8.946 -0.305 0.114 -0.366 0.257
C -5.604 4.138 -17.995 -0.585 -0.181 0.151 -0.726
C -5.914 4.115 -16.553 -0.598 -0.664 2.896 0.290
N -6.149 4.048 -15.400 0.818 0.381 -3.177 -0.373
H -5.770 3.180 -18.489 0.286 -0.391 0.560 0.288
H -4.569 4.446 -18.140 -0.257 0.217 -0.159 0.265
H -6.355 4.736 -18.510 0.390 0.644 0.132 0.275
C -8.299 -2.552 -18.184 -0.065 -0.008 0.290 -0.745
C -8.641 -1.484 -19.161 1.724 -4.029 3.570 0.308
N -8.986 -0.770 -19.946 -1.242 3.080 -2.989 -0.309
H -7.701 -3.384 -18.555 -0.133 0.275 -0.726 0.269
H -9.223 -2.994 -17.811 -0.044 0.135 -0.018 0.244
H -7.722 -2.223 -17.320 -0.221 0.546 -0.084 0.233
C -10.970 -6.810 -13.312 1.437 0.077 -0.774 -0.626
C -9.941 -7.365 -14.255 0.067 -1.075 -1.088 0.264
N -9.192 -7.811 -15.029 -1.282 0.967 1.554 -0.371
H -11.601 -6.120 -13.872 0.014 -0.034 0.129 0.240
H -10.339 -6.257 -12.616 -0.520 0.173 0.381 0.221
H -11.579 -7.556 -12.800 0.308 -0.086 -0.199 0.274
```
Positions in Å, forces in eV/Å.

Calculated values
Charge: +1
Highest occupied orbital energy in eV: -12.550
Frontier orbital gap in eV: 1.4
Energy above the lowest of the compared OMol25 structures with the same formula, charge and spin in kcal/mol: 328.0
LUMO in eV: -11.15